The following is a DFT calculation (ωB97M-V/def2-TZVPD) of 2 unconnected molecules or ions with the total composition C14H35BN5O2.

Properties
Charge: +1
LUMO, eV: -3.12
Gap between HOMO and LUMO, Ha: 0.2452
Total energy, a.u.: -1003.33274
HOMO level, eV: -9.79

Each line ends with the natural charge from an NBO analysis.
Geometry (Å):
1 O 4.094 3.228 -2.424  -0.91
2 O 0.360 -1.697 0.526  -0.50
3 N 1.670 0.282 -2.491  -0.66
4 N 2.784 -1.669 -3.239  -0.56
5 N 1.684 3.212 -2.898  -0.71
6 N -3.503 -0.506 3.811  -0.45
7 N 1.102 -1.829 -1.700  -0.51
8 C 1.187 2.849 -4.246  -0.41
9 C 1.850 -1.087 -2.460  0.72
10 C -1.639 -2.063 3.006  -0.63
11 C 3.637 -0.635 -3.896  -0.22
12 C -4.277 -1.527 4.493  -0.21
13 C 1.412 -0.890 1.060  -0.26
14 C 2.946 0.993 -2.174  -0.39
15 C -4.148 0.016 2.620  -0.20
16 C 4.166 0.266 -2.789  -0.42
17 C -2.082 -0.767 3.699  -0.21
18 C 0.057 -1.360 -0.785  0.08
19 C -4.377 -0.940 1.442  -0.63
20 C 1.710 4.667 -2.661  -0.41
21 C -3.761 -1.833 5.891  -0.62
22 B 2.892 2.554 -2.527  1.11
23 H -1.744 -2.006 1.927  0.20
24 H -1.656 -0.759 4.706  0.20
25 H 3.403 -2.267 -2.695  0.41
26 H 0.455 2.053 -4.158  0.18
27 H 3.062 0.952 -1.096  0.23
28 H 2.356 -1.137 0.581  0.16
29 H -5.302 -1.160 4.585  0.20
30 H 4.376 3.327 -1.500  0.51
31 H -3.679 -0.921 6.483  0.21
32 H 4.467 -1.085 -4.413  0.24
33 H -5.119 0.417 2.924  0.20
34 H -3.449 -1.169 0.917  0.18
35 H 0.645 3.679 -4.663  0.23
36 H -2.786 -2.321 5.871  0.20
37 H 0.784 5.087 -3.022  0.20
38 H -5.049 -0.474 0.718  0.21
39 H 1.267 -2.828 -1.744  0.43
40 H 1.966 2.576 -4.946  0.19
41 H -4.334 -2.466 3.920  0.16
42 H 1.747 4.842 -1.597  0.20
43 H -4.451 -2.506 6.399  0.22
44 H -4.836 -1.877 1.756  0.21
45 H -0.859 -1.869 -1.044  0.21
46 H 4.919 0.921 -3.197  0.25
47 H 1.490 -1.146 2.101  0.22
48 H 4.597 -0.398 -2.052  0.20
49 H -0.109 -0.298 -0.897  0.21
50 H 2.999 -0.091 -4.569  0.20
51 H -2.194 -2.931 3.363  0.21
52 H 1.178 0.161 0.938  0.18
53 H -1.616 0.087 3.197  0.18
54 H 1.322 0.534 -3.410  0.41
55 H 2.547 5.173 -3.127  0.20
56 H -3.578 0.881 2.269  0.19
57 H -0.582 -2.247 3.216  0.20

Cartesian forces, eV/Å:
O -0.32 0.31 1.15
O 0.29 0.17 -0.27
N -0.05 0.06 0.07
N 1.36 0.84 0.20
N 0.81 0.42 -0.77
N -0.02 0.15 -0.14
N -0.16 -0.10 0.11
C -0.42 -0.24 0.87
C -0.35 -0.21 -0.13
C 0.03 0.04 0.03
C 0.07 -0.15 0.78
C 0.01 -0.11 0.14
C -0.33 -0.51 -0.16
C 0.25 0.07 -0.79
C -0.14 0.10 -0.06
C -0.78 -0.28 -0.43
C 0.24 -0.08 0.18
C -0.34 -0.34 0.65
C 0.03 0.08 -0.09
C -0.20 -0.35 -0.09
C 0.02 -0.04 0.00
B -0.23 -0.27 0.14
H -0.07 -0.07 -0.03
H -0.07 -0.04 0.02
H -0.36 -0.70 -0.34
H -0.20 -0.30 -0.19
H -0.16 0.11 0.38
H 0.26 0.08 -0.13
H 0.00 0.06 -0.12
H 0.41 -0.04 -0.51
H 0.02 0.02 -0.03
H -0.06 -0.45 -0.38
H -0.01 -0.06 0.06
H 0.01 -0.06 0.04
H -0.12 0.39 -0.18
H 0.00 0.01 0.01
H -0.26 0.20 -0.10
H -0.01 0.01 0.02
H -0.19 -0.03 0.12
H 0.22 -0.06 -0.23
H -0.03 -0.01 0.02
H 0.08 0.11 0.33
H 0.00 -0.01 -0.01
H 0.01 -0.01 0.02
H -0.23 -0.29 -0.06
H 0.22 0.37 0.19
H 0.00 0.01 0.39
H 0.56 -0.03 0.24
H 0.32 0.35 -0.31
H -0.01 0.17 -0.62
H -0.02 0.03 0.04
H -0.01 0.32 0.02
H -0.11 0.03 -0.07
H -0.19 0.28 0.16
H 0.17 0.09 -0.20
H 0.08 -0.03 0.04
H 0.00 -0.01 0.01

***

The following is a DFT calculation (ωB97M-V/def2-TZVPD) of 3 unconnected molecules or ions with the total composition C14H35IN3O6P2S.

Properties
Charge: -1
LUMO, eV: 1.65
Energy above the lowest of the compared OMol25 structures with the same formula, charge and spin, kcal per mole: 0.0
Gap between HOMO and LUMO, Ha: 0.2023
Total energy, a.u.: -2548.79712
HOMO level, eV: -3.85

Each line ends with the natural charge from an NBO analysis.
Geometry (Å):
1 I -1.024 1.160 -5.036  0.01
2 S -1.553 5.990 0.684  -0.76
3 P -0.746 5.061 -0.855  1.36
4 P -1.495 2.863 -1.556  0.97
5 O 0.524 -1.292 -1.338  -0.61
6 O -3.542 2.976 0.314  -0.56
7 O 4.393 -4.380 2.276  -0.62
8 O -0.777 5.961 -2.236  -1.01
9 O 0.888 5.149 -0.715  -1.02
10 O -5.319 3.896 1.343  -0.56
11 N 4.617 -5.508 4.230  -0.43
12 N 0.972 -2.540 0.504  -0.44
13 N 0.180 2.519 -2.055  -0.95
14 C 2.363 -2.733 0.126  -0.43
15 C -2.076 1.124 -2.113  -0.79
16 C -3.799 1.648 -3.969  -0.65
17 C 4.025 -5.955 5.470  -0.40
18 C -3.279 3.394 -1.044  -0.39
19 C -2.562 0.874 -3.537  -0.24
20 C 3.930 -4.777 3.328  0.53
21 C -5.663 1.852 0.151  -0.74
22 C 2.420 1.599 -1.642  -0.61
23 C 0.167 -1.813 -0.303  0.53
24 C 0.494 -3.110 1.739  -0.39
25 C -4.850 3.026 0.664  0.82
26 C 5.997 -5.845 3.929  -0.42
27 C 1.063 1.963 -1.049  -0.22
28 H 2.430 -3.247 -0.834  0.21
29 H -3.476 4.468 -1.138  0.19
30 H 2.753 2.391 -2.319  0.20
31 H 0.609 3.311 -2.521  0.37
32 H -5.031 0.993 -0.065  0.22
33 H 2.892 -4.566 3.638  0.11
34 H -6.432 1.599 0.880  0.23
35 H 4.564 -5.555 6.331  0.20
36 H -3.623 2.724 -3.981  0.22
37 H 1.047 -2.715 2.596  0.19
38 H 3.179 1.458 -0.868  0.19
39 H 2.994 -5.608 5.520  0.21
40 H -0.864 -1.717 0.082  0.11
41 H -1.262 2.398 -0.211  -0.12
42 H 6.595 -4.942 3.798  0.22
43 H 2.853 -3.322 0.897  0.23
44 H -4.610 1.442 -3.261  0.20
45 H 1.199 2.636 -0.186  0.16
46 H -6.161 2.153 -0.775  0.23
47 H -1.231 0.456 -1.927  0.25
48 H 2.338 0.676 -2.220  0.22
49 H 1.069 5.315 0.218  0.50
50 H -3.970 2.854 -1.700  0.16
51 H 0.594 -4.200 1.738  0.18
52 H -1.725 3.491 -2.847  -0.15
53 H -2.894 0.783 -1.458  0.20
54 H 4.025 -7.045 5.537  0.19
55 H -2.772 -0.189 -3.658  0.20
56 H 6.401 -6.430 4.753  0.20
57 H 0.590 1.046 -0.690  0.19
58 H -4.128 1.331 -4.960  0.21
59 H -1.677 5.964 -2.584  0.49
60 H 6.062 -6.423 3.007  0.21
61 H 2.868 -1.771 0.024  0.22
62 H -0.558 -2.861 1.869  0.21

Cartesian forces, eV/Å:
I 0.05 0.01 -0.08
S 0.08 0.05 -0.03
P -0.02 0.26 0.23
P -0.15 -0.73 -0.37
O 0.05 -0.21 -0.05
O -0.05 0.30 0.17
O 0.00 -0.06 0.06
O -0.16 0.10 -0.10
O 0.11 -0.14 0.17
O 0.02 -0.10 0.07
N 0.01 -0.01 -0.01
N 0.00 -0.05 0.00
N -0.05 0.08 -0.01
C -0.09 0.04 0.02
C 0.11 -0.02 -0.02
C -0.03 -0.03 0.05
C 0.00 0.01 -0.01
C -0.05 -0.22 -0.09
C -0.18 -0.04 0.16
C 0.01 0.03 -0.01
C -0.12 0.07 -0.04
C -0.10 -0.01 -0.16
C -0.04 0.14 0.02
C -0.01 0.01 0.00
C 0.12 -0.16 -0.17
C -0.01 0.00 0.02
C -0.07 -0.02 -0.05
H 0.01 -0.01 0.00
H 0.13 -0.01 0.11
H 0.10 -0.01 0.10
H -0.04 0.03 0.05
H 0.01 0.03 0.03
H 0.00 -0.01 0.00
H 0.02 0.01 -0.05
H 0.00 0.01 0.00
H 0.01 -0.04 -0.02
H 0.00 0.01 0.00
H -0.04 0.01 0.00
H 0.00 -0.01 0.01
H 0.00 -0.01 0.00
H 0.05 0.11 0.05
H 0.00 0.01 0.01
H 0.08 0.02 -0.08
H 0.02 0.01 -0.01
H -0.02 -0.04 -0.02
H 0.00 -0.03 0.04
H -0.05 0.01 0.02
H 0.01 0.06 -0.03
H 0.02 0.11 -0.04
H 0.02 0.10 -0.07
H 0.00 0.00 -0.01
H -0.01 0.07 0.01
H 0.01 0.15 0.02
H -0.01 0.00 -0.01
H 0.10 0.02 -0.03
H 0.01 0.00 -0.01
H 0.07 0.08 0.18
H 0.03 0.05 0.01
H 0.06 -0.01 -0.04
H -0.01 -0.01 0.00
H -0.01 0.01 0.00
H 0.00 0.00 0.01

***

The following is a DFT calculation (ωB97M-V/def2-TZVPD) of a molecular structure, C14H36AlN4O11.

Properties
Charge: +1
LUMO, eV: -7.80
Energy above the lowest of the compared OMol25 structures with the same formula, charge and spin, kcal per mole: 0.0
Gap between HOMO and LUMO, Ha: 0.1403
Total energy, a.u.: -1843.33981
HOMO level, eV: -11.61

Each line ends with the natural charge from an NBO analysis.
Geometry (Å):
1 Al 0.426 -0.370 0.008  1.35
2 O -0.722 0.419 2.594  -0.56
3 O 0.368 0.873 -2.609  -0.57
4 O -0.129 -3.041 1.104  -0.72
5 O -0.987 -2.380 -3.792  -0.38
6 O -1.686 -3.823 -2.406  -0.33
7 O 1.884 -2.094 -1.845  -0.43
8 O -2.427 -0.300 0.597  -0.57
9 O 1.248 -4.060 -1.482  -0.41
10 O 2.725 1.105 -0.899  -0.55
11 O -1.374 -1.867 -1.684  -0.46
12 O 1.905 -3.551 -3.462  -0.31
13 N 1.402 2.161 1.396  -0.61
14 N 1.715 -3.251 -2.310  0.71
15 N -1.084 2.026 -0.574  -0.61
16 N -1.351 -2.665 -2.661  0.70
17 C 3.473 0.869 -2.091  -0.27
18 C 0.328 -3.313 2.451  -0.07
19 C -3.265 -1.457 0.339  -0.24
20 C 1.219 1.979 2.856  -0.26
21 C -2.449 1.535 -0.908  -0.26
22 C -0.189 1.592 3.217  -0.07
23 C 2.863 2.365 1.217  -0.25
24 C -3.046 0.947 0.344  -0.07
25 C -0.343 2.057 -2.956  -0.07
26 C -1.833 -0.115 3.317  -0.25
27 C -0.289 -4.604 2.944  -0.65
28 C -0.552 2.876 -1.647  -0.25
29 C 3.256 2.263 -0.264  -0.06
30 C 0.717 0.118 -3.783  -0.27
31 H -1.196 3.753 -1.753  0.20
32 H 0.797 -0.955 -3.632  0.24
33 H 1.644 0.456 -4.249  0.17
34 H -1.261 2.761 0.106  0.37
35 H -4.138 0.937 0.387  0.21
36 H 0.348 -5.422 2.611  0.22
37 H -0.051 0.224 -4.553  0.19
38 H 1.932 1.351 3.395  0.22
39 H 2.773 3.152 -0.685  0.16
40 H 3.352 -0.118 -2.535  0.23
41 H 0.095 -3.827 0.587  0.51
42 H 1.478 2.934 3.330  0.21
43 H 0.159 2.600 -3.760  0.20
44 H -2.788 1.623 1.168  0.18
45 H 3.037 1.530 -2.846  0.18
46 H -2.476 0.919 -1.803  0.24
47 H -3.019 2.448 -1.131  0.19
48 H -1.338 -4.696 2.669  0.23
49 H 4.338 2.274 -0.378  0.20
50 H -0.846 2.387 2.843  0.16
51 H 1.399 -3.523 2.388  0.18
52 H 0.974 3.064 1.217  0.37
53 H -2.688 -2.366 0.435  0.23
54 H 3.122 3.383 1.521  0.20
55 H 3.476 1.662 1.777  0.21
56 H -0.217 -4.622 4.034  0.23
57 H -4.049 -1.396 1.104  0.17
58 H -2.040 -1.146 3.049  0.21
59 H -1.575 -0.162 4.382  0.18
60 H -1.325 1.870 -3.402  0.18
61 H -3.847 -1.231 -0.556  0.19
62 H 0.165 -2.420 3.051  0.18
63 H -2.706 0.542 3.331  0.18
64 H -0.331 1.476 4.292  0.20
65 H 4.550 1.032 -2.040  0.19
66 H 0.449 3.211 -1.366  0.20

Cartesian forces, eV/Å:
Al -1.21 0.63 -1.36
O 0.92 -0.61 -0.32
O -0.24 -0.27 -0.29
O 0.00 0.86 0.29
O -0.04 0.92 0.46
O -0.33 0.39 0.30
O 0.51 1.81 -0.23
O 0.54 -0.75 -0.09
O 0.22 0.02 -0.32
O 0.83 -0.67 0.81
O 0.43 1.15 0.61
O 0.52 0.78 0.21
N 1.40 -1.35 1.23
N -1.61 -1.81 1.24
N -0.13 -0.40 -0.41
N 0.43 -2.05 -0.61
C -0.66 0.03 -1.65
C 0.55 -0.57 -0.83
C -1.27 1.87 0.88
C -0.14 0.16 0.60
C -0.36 1.59 0.17
C -1.39 0.44 -0.40
C 0.26 -0.22 -1.38
C 0.54 -0.19 0.24
C -0.63 0.41 0.63
C 0.54 0.09 1.33
C 0.25 0.38 0.88
C 1.32 -0.97 -1.27
C -1.24 0.38 0.70
C -0.21 -0.06 -1.03
H 0.00 -0.04 -0.52
H -0.01 0.28 0.68
H 0.12 0.30 0.30
H 0.16 -0.70 0.86
H -0.01 -0.50 -0.48
H -0.50 -0.25 -0.28
H -0.20 0.10 0.16
H 0.16 -0.69 -0.99
H 0.43 0.06 -0.71
H -0.40 -0.26 0.80
H 0.03 0.26 -0.52
H -0.60 0.17 0.21
H 0.46 0.31 0.38
H 0.18 -0.09 0.10
H 0.40 0.27 -0.08
H 0.21 -0.39 0.29
H -0.30 -0.14 -0.26
H 0.07 -0.18 -0.12
H 0.01 0.29 0.05
H -0.08 0.35 0.45
H 0.14 0.52 0.23
H -0.29 -0.17 -0.49
H 0.04 0.06 -0.51
H 0.23 -0.06 0.21
H -0.46 -0.16 0.30
H -0.12 -0.05 0.03
H 0.13 -0.48 0.32
H -0.11 0.25 -0.61
H 0.28 -0.05 0.04
H -0.06 -0.63 0.10
H 0.57 -0.88 -0.57
H -0.28 -0.06 -0.02
H -0.14 -0.07 -0.71
H 0.28 0.29 0.09
H -0.06 0.23 0.58
H -0.07 0.12 0.31